A molecular structure, C35H81N3NbO3 at a distorted geometry. Source: OMol25; level of theory: the ωB97M-V functional and the def2-TZVPD basis.

XYZ file:
```
123
Properties=species:S:1:pos:R:3:forces:R:3
C 8.606756 1.504463 3.303961 0.5 0.4 -0.2
C 7.357913 0.648729 3.246835 -0.4 -0.3 0.3
C 6.829496 0.387474 1.843287 0.3 0.3 -0.3
C 5.673664 -0.600606 1.772059 -0.1 -0.3 0.4
C 4.778394 -0.423055 0.552252 0.1 0.0 -0.5
C 3.792355 0.752136 0.638045 0.0 0.3 0.1
C 2.376145 0.426459 0.158751 -0.1 -0.1 -0.2
C 1.682415 -0.736614 0.874565 -0.1 -0.1 0.0
C 1.758504 -0.690189 2.397992 0.4 0.1 0.3
C 1.173748 0.581814 3.055578 0.0 -0.7 -0.6
Nb -1.064725 0.931515 3.222536 0.6 1.6 -0.3
C -1.372975 1.184030 0.975217 -0.2 -0.9 -0.1
N -2.207014 2.382564 0.735558 0.1 0.0 -0.1
C -1.828876 3.124755 -0.451050 0.1 0.1 -0.1
C -3.362715 1.081852 3.282818 -0.2 -0.3 -0.2
O -4.037639 0.574524 2.103362 -0.1 -0.1 -0.4
C -5.148503 -0.260419 2.309674 0.3 0.0 0.4
C -6.163876 -0.077957 1.197455 -0.2 0.2 0.1
C -5.816173 -0.785935 -0.109271 0.0 -0.1 -0.2
C -1.594793 -1.289968 3.216124 -0.4 0.1 0.2
O -1.050498 -2.114336 4.276477 0.4 0.2 0.0
C -1.692723 -2.082970 5.441330 0.1 -0.2 -0.4
C -0.770490 -2.459838 6.564966 -0.1 0.1 0.0
O -2.849657 -1.775218 5.562505 -0.3 0.1 0.3
C -1.154571 3.014191 4.025506 -0.3 -0.5 0.9
C -1.968604 3.212272 5.316767 -0.2 0.2 0.2
C 0.252239 3.629810 4.169158 0.1 0.0 0.0
C 0.904436 4.056548 2.840354 0.0 0.1 -0.2
H 8.751111 1.980217 4.277650 -0.1 -0.1 0.0
H 8.579654 2.313341 2.563183 -0.1 -0.1 0.1
H 9.519568 0.935570 3.097993 -0.1 -0.1 -0.1
H 7.563309 -0.316276 3.729150 -0.1 0.1 0.0
H 6.549723 1.119005 3.820240 0.1 -0.1 0.0
H 7.666054 0.029241 1.225268 -0.2 0.1 -0.1
H 6.495393 1.338176 1.402123 0.2 0.0 0.1
H 5.047387 -0.490828 2.668794 0.1 -0.1 -0.1
H 6.074291 -1.621519 1.793306 -0.1 0.1 0.1
H 5.427340 -0.270124 -0.322815 -0.1 -0.2 0.0
H 4.221266 -1.344244 0.358964 0.1 0.0 0.1
H 3.746755 1.137373 1.666039 0.0 -0.1 -0.1
H 4.149306 1.586194 0.022654 0.1 0.0 0.1
H 1.752708 1.322594 0.246105 0.1 0.0 0.0
H 2.420433 0.197500 -0.916774 -0.1 0.0 0.1
H 0.633516 -0.765648 0.567464 -0.1 0.1 -0.1
H 2.115677 -1.681171 0.518895 0.0 0.0 0.1
H 1.267921 -1.580087 2.808024 0.0 0.1 -0.1
H 2.822816 -0.802777 2.668697 -0.1 0.0 0.0
H 1.493246 0.577729 4.109489 -0.2 0.1 0.0
H 1.644380 1.467633 2.608270 -0.1 0.0 0.0
H -1.014992 0.528780 5.054394 -0.1 -0.2 -0.1
H -1.867308 0.272799 0.589006 0.1 0.1 -0.1
H -0.433244 1.273255 0.423332 0.1 0.1 0.0
H -3.161521 2.051477 0.654425 0.0 0.2 0.3
H -2.326231 4.100735 -0.477773 0.0 -0.1 0.0
H -0.748399 3.301840 -0.411625 -0.1 0.1 -0.1
H -2.034350 2.619607 -1.412516 0.0 -0.1 0.1
H -3.701628 2.121121 3.422229 0.0 -0.1 0.0
H -3.711240 0.495871 4.147104 0.2 0.1 0.0
H -4.819324 -1.315303 2.349823 -0.1 0.1 0.0
H -5.586212 -0.043213 3.295692 -0.1 0.1 -0.2
H -6.254634 0.999796 1.017470 -0.1 -0.1 0.1
H -7.132503 -0.422154 1.578681 0.1 -0.1 -0.1
H -5.154867 -0.183718 -0.737604 0.1 -0.1 0.1
H -6.710070 -0.996754 -0.705064 0.0 0.0 0.1
H -5.315224 -1.740008 0.083908 0.0 0.1 0.0
H -1.134552 -1.695787 2.303392 0.1 0.1 0.1
H -2.669971 -1.469112 3.155549 0.1 0.0 0.0
H -1.328929 -2.977309 7.343728 0.1 0.1 0.0
H 0.066577 -3.051251 6.199665 0.0 0.0 0.1
H -0.388974 -1.506172 6.945236 0.0 -0.1 0.1
H -1.663773 3.563944 3.219166 0.0 -0.4 -0.2
H -2.527958 2.330636 5.632041 0.0 0.0 -0.1
H -1.309545 3.466106 6.156943 0.0 -0.1 -0.1
H -2.696042 4.031524 5.228015 0.1 0.0 0.0
H 0.155872 4.513241 4.817068 0.1 0.0 -0.1
H 0.919164 2.943368 4.704643 -0.1 0.1 0.0
H 1.808710 3.493824 2.601354 0.0 0.0 0.1
H 1.185447 5.114064 2.846588 -0.1 -0.1 0.0
H 0.213116 3.911694 2.001389 0.0 0.0 0.1
C 2.084279 -3.649886 -6.019228 0.1 0.0 0.0
C 2.716590 -3.803060 -4.644174 0.0 0.0 0.1
N 2.611788 -2.598332 -3.842057 -0.1 -0.1 -0.1
C 3.452638 -2.607321 -2.658803 0.1 0.0 0.0
C 3.156232 -3.650704 -1.577828 0.1 0.0 0.1
C 1.260174 -2.094904 -3.644942 0.0 0.1 0.1
C 0.239140 -3.045616 -3.013265 0.0 0.0 0.0
H 2.476229 -2.763350 -6.520294 0.0 0.0 0.0
H 2.307474 -4.525487 -6.630844 0.0 0.0 0.0
H 0.998943 -3.558040 -5.962246 0.0 0.0 0.0
H 3.786300 -4.007226 -4.752802 0.0 0.0 -0.1
H 2.285535 -4.694082 -4.157042 0.0 0.0 0.0
H 3.389481 -1.610543 -2.213620 0.0 0.0 0.0
H 4.487967 -2.728927 -2.995312 0.0 0.0 0.0
H 2.233384 -3.420370 -1.047955 0.0 -0.1 0.0
H 3.964955 -3.647671 -0.843450 0.0 0.0 0.0
H 3.082615 -4.665167 -1.973567 0.0 0.0 -0.1
H 0.877052 -1.767538 -4.615464 0.0 0.0 0.0
H 1.347412 -1.190866 -3.036035 -0.1 0.0 0.0
H 0.261642 -4.028331 -3.490191 0.0 0.0 0.0
H -0.761712 -2.638938 -3.141355 -0.1 0.0 0.0
H 0.400448 -3.185142 -1.945230 0.0 0.0 0.0
C -3.210178 0.086164 -7.602496 0.1 0.0 0.0
C -2.811928 0.002342 -6.137006 0.0 0.0 0.1
N -3.041954 1.243175 -5.417045 -0.1 -0.1 -0.1
C -2.386498 1.286096 -4.118249 0.1 0.0 0.0
C -2.842438 0.289616 -3.051090 0.1 0.1 0.1
C -4.403708 1.753042 -5.464333 0.0 0.0 0.1
C -5.531495 0.835236 -4.974497 0.0 0.0 0.0
H -2.739461 0.949994 -8.074492 0.0 0.0 0.0
H -2.889680 -0.815954 -8.125763 0.0 0.0 0.0
H -4.289861 0.172511 -7.730575 0.0 0.0 0.0
H -1.738914 -0.199756 -6.060978 0.0 0.0 -0.1
H -3.315913 -0.868207 -5.684508 0.0 0.0 0.0
H -2.486623 2.303488 -3.731905 0.0 0.0 0.0
H -1.317002 1.137021 -4.302204 0.0 0.0 0.0
H -3.817240 0.544537 -2.636486 0.0 0.0 0.0
H -2.130014 0.299928 -2.222955 0.0 0.0 0.0
H -2.892801 -0.728538 -3.437062 0.0 0.0 0.0
H -4.620680 2.039549 -6.496476 0.0 0.0 0.0
H -4.407138 2.681743 -4.888120 -0.1 0.0 0.0
H -5.442506 -0.164745 -5.403344 0.0 0.0 0.0
H -6.495705 1.242160 -5.285534 0.0 0.0 0.0
H -5.548308 0.731272 -3.890966 0.0 0.0 0.0
```
Positions in Å, forces in eV/Å.

Values from the calculation:
Strongest force on any atom = 1.67 eV/A
Total charge = -1
E_tot = -1828.89948 Ha
HOMO-LUMO gap = 6.3 eV

---

7 unconnected molecules or ions with the total composition C24H56O10S3 at a distorted geometry. Source: OMol25; level of theory: the ωB97M-V functional and the def2-TZVPD basis.

XYZ file:
```
93
Properties=species:S:1:pos:R:3:forces:R:3
O 3.705494 -5.033728 1.209441 2.6 1.7 -0.9
S 4.901908 -4.194388 0.860637 -1.8 -1.8 0.0
O 6.043927 -4.185890 1.760769 -0.8 0.2 -0.6
C 5.468776 -4.544370 -0.853169 0.4 1.1 0.2
C 4.907114 -3.407955 -1.763234 -0.7 -0.1 0.3
C 3.803832 -2.595513 -1.011922 0.0 -1.1 0.5
C 4.288340 -2.544876 0.442230 0.8 -0.2 -0.1
H 5.278434 -5.586683 -1.108989 -0.3 0.3 -0.1
H 6.539423 -4.340115 -0.844005 0.1 -0.6 0.4
H 5.705149 -2.706369 -2.006140 0.1 -0.2 0.0
H 4.525399 -3.810264 -2.701605 0.0 0.1 0.0
H 2.856930 -3.132946 -1.063437 -0.1 0.1 -0.1
H 3.686434 -1.591572 -1.419889 0.0 -0.1 0.0
H 3.620162 -2.310170 1.270800 -0.1 0.4 -0.4
H 5.191880 -1.936474 0.402614 0.0 0.3 0.7
O 2.577421 4.412995 1.415057 0.1 -0.2 1.2
S 2.259837 5.367339 0.400160 0.7 -0.3 -3.9
O 3.376751 5.928858 -0.429748 -2.5 -0.8 2.0
C 0.992374 4.535826 -0.684686 0.7 -0.1 0.4
C -0.361273 4.802094 -0.012618 1.0 -0.1 -0.1
C -0.336017 6.313894 0.405830 0.5 -0.8 -0.3
C 1.105928 6.646235 0.931379 0.1 0.2 -0.2
H 1.263827 3.489087 -0.821598 0.1 -0.1 0.6
H 1.042683 4.897258 -1.711787 0.0 0.7 0.2
H -1.091123 4.402551 -0.716732 -0.5 0.9 -0.1
H -0.540095 4.183750 0.867033 0.5 0.0 0.2
H -1.097639 6.498992 1.163304 0.1 0.2 -0.1
H -0.523010 6.936163 -0.469330 -0.1 0.0 0.1
H 1.196567 6.782069 2.009080 -0.1 -0.1 -0.1
H 1.575304 7.494645 0.433416 -0.4 0.3 0.1
O -2.678945 1.253802 4.830615 1.4 0.7 0.9
S -1.587886 1.526153 5.779788 -0.7 -1.5 1.4
O -1.824651 1.279585 7.207729 0.0 0.8 -1.3
C -0.138514 0.543454 5.320786 0.2 1.2 -0.7
C 0.915657 1.600728 4.904071 0.6 0.2 -0.6
C 0.191440 2.850044 4.387815 0.2 0.7 0.3
C -0.826574 3.148990 5.488352 -1.8 -0.7 -0.4
H -0.532139 0.056552 4.428545 0.4 -0.5 0.1
H 0.189207 -0.123759 6.117974 -0.4 0.1 -0.1
H 1.589085 1.978855 5.673248 -0.3 -0.6 0.6
H 1.595226 1.218417 4.142423 -0.1 -0.2 -0.1
H -0.169856 2.722866 3.367334 -0.8 -0.3 0.2
H 0.824875 3.727730 4.259251 0.5 -0.2 0.3
H -1.703695 3.751095 5.251221 0.2 0.3 -0.3
H -0.477883 3.450576 6.476063 0.6 0.0 -0.3
C -5.594231 -1.650482 0.341095 -0.9 0.2 -1.1
C -4.132179 -1.466753 0.568226 0.1 0.3 1.6
C -3.422499 -2.611670 1.252939 0.6 -1.0 -0.2
O -3.496933 -1.061546 -0.664413 -0.5 -0.3 0.9
H -5.882381 -2.546274 -0.209023 0.1 -0.5 0.5
H -5.874199 -0.866830 -0.362902 -0.2 0.4 0.1
H -6.203537 -1.460050 1.224601 0.1 -0.5 0.0
H -4.147976 -0.661311 1.302467 0.7 0.6 -0.3
H -3.863459 -2.970577 2.182913 -0.5 0.5 0.0
H -2.385519 -2.392580 1.507460 0.0 0.3 -0.2
H -3.391769 -3.497137 0.618030 0.0 0.0 -0.3
H -4.180077 -1.311319 -1.290941 0.4 0.1 -0.7
C -2.600182 -3.637255 -2.598199 1.3 -0.1 0.1
C -1.374044 -4.256510 -3.380420 -0.4 0.0 0.5
C -0.052108 -3.721206 -2.907160 0.2 1.4 -0.3
O -1.201682 -5.643788 -3.148748 -1.5 -1.3 0.4
H -2.616940 -2.554806 -2.725160 0.1 0.1 -0.7
H -2.418599 -3.656214 -1.523600 0.0 -0.7 0.1
H -3.591330 -4.027854 -2.828765 0.2 -0.3 -0.2
H -1.548813 -4.129820 -4.448827 0.1 0.4 -0.2
H 0.776130 -4.129953 -3.485990 0.0 -0.2 -0.2
H 0.105166 -4.004787 -1.866514 -0.1 0.2 0.0
H -0.020144 -2.639646 -3.038727 0.2 0.2 0.4
H -0.587817 -6.009614 -3.789786 0.0 0.2 0.0
C -1.675986 0.418194 -3.583238 0.3 -1.5 -0.9
C -0.186679 0.779270 -3.941887 -3.5 2.5 0.2
C -0.063629 1.440113 -5.296735 0.4 -1.0 -0.8
O -0.023780 1.807521 -2.950697 2.3 0.2 0.7
H -2.434588 1.177854 -3.771762 0.6 0.8 -0.4
H -1.780440 0.245354 -2.512117 0.3 -0.6 -0.1
H -2.064625 -0.410354 -4.175332 0.1 -0.5 0.3
H 0.543291 -0.030046 -3.958160 -0.1 0.1 1.1
H -0.780240 2.214419 -5.570601 -0.1 -0.1 0.4
H -0.172984 0.601074 -5.983874 -0.1 0.2 -0.6
H 0.945131 1.824845 -5.446716 0.0 0.1 0.1
H -0.857920 2.276684 -2.875247 0.0 -0.1 -0.2
C -0.678174 1.015585 0.116021 -0.4 -0.2 0.1
C 0.077980 -0.318749 0.044903 0.1 -1.3 0.9
C 0.764061 -0.742705 1.406221 0.0 1.0 -1.0
O -0.734514 -1.472660 -0.406484 1.2 1.6 0.4
H -1.058815 1.336403 -0.853662 0.1 -0.3 0.0
H -0.058016 1.847976 0.448632 0.4 -0.2 0.1
H -1.527735 0.993804 0.798570 -0.1 -0.3 0.2
H 0.870933 -0.183487 -0.690658 0.0 -0.2 -0.1
H 0.038996 -0.943376 2.194958 -0.1 -0.1 -0.1
H 1.424364 0.057260 1.741132 -0.1 0.4 0.1
H 1.464712 -1.569475 1.289441 -0.5 -0.4 -0.2
H -1.656303 -1.213054 -0.339343 -0.4 0.0 -0.2
```
Positions in Å, forces in eV/Å.

Values from the calculation:
Strongest force on any atom = 4.35 eV/A
SMILES = O=S1(=O)CCCC1.O=S1(=O)CCCC1.O=S1(=O)CCCC1.CC(C)O.CC(C)O.CC(C)O.CC(C)O
E_tot = -2894.85365 Ha
HOMO-LUMO gap = 10.2 eV